# 1
C18H37AuClGeNO2Si3 | ωB97M-V/def2-TZVPD

Last column: Mulliken charge in e.
Cartesian coordinates (Å):
Si1 -2.978 1.460 -2.293  0.786
Au1 -0.579 -1.143 0.837  0.243
C1 -0.356 4.365 -2.377  -0.798
H1 1.717 2.311 -4.198  0.510
H2 1.339 0.863 -3.257  0.000
Ge1 -0.678 1.344 -0.644  1.042
H3 -3.531 0.179 -4.243  0.523
H4 0.105 0.460 2.887  0.214
C2 1.366 -4.212 -2.175  -0.750
H5 -4.571 1.529 -0.408  0.315
H6 -0.412 5.051 -1.529  0.240
H7 -3.456 4.994 0.939  0.494
H8 -0.294 5.127 1.132  0.273
H9 1.662 -1.635 -4.349  0.485
C3 1.837 -3.457 -3.236  0.362
H10 -2.069 -2.775 -0.507  0.704
H11 0.714 -0.998 3.331  0.310
C4 -2.625 0.243 -3.629  -1.125
C5 -2.606 1.963 2.138  -0.961
C6 1.560 0.765 0.712  0.187
H12 -1.994 -1.248 -1.387  -0.473
H13 -3.599 1.697 1.771  0.294
H14 -0.898 4.644 2.723  0.477
C7 0.320 -3.726 -1.404  -0.445
C8 -4.120 0.745 -1.019  -1.101
H15 -2.719 2.371 3.149  0.430
H16 -3.976 3.687 -0.128  0.272
H17 2.530 -0.796 1.768  0.363
H18 2.887 2.448 -1.004  0.304
H19 -4.693 2.794 -3.260  0.437
H20 -0.174 -0.768 -2.949  0.128
Si2 -1.814 3.202 0.990  0.437
C9 -0.268 -2.493 -1.676  0.177
Si3 0.691 2.872 -1.994  0.155
N1 0.594 -0.363 2.550  -0.588
H21 1.811 -5.174 -1.957  0.424
O1 0.606 1.681 0.876  -0.571
C10 0.973 1.853 -3.538  -0.726
H22 -0.044 -4.321 -0.572  0.420
H23 -2.023 1.044 2.208  0.107
C11 1.283 -2.218 -3.519  -1.220
H24 0.404 3.725 1.949  0.171
C12 0.245 -1.746 -2.735  0.831
H25 -1.800 0.533 -4.282  0.294
C13 2.288 3.339 -1.192  -1.110
C14 -0.521 4.267 1.767  -0.982
H26 -3.613 0.043 -0.355  0.276
O2 1.978 0.371 -0.354  -0.460
H27 -1.372 4.109 -2.681  0.016
H28 2.854 4.000 -1.854  0.447
H29 2.440 0.718 2.708  0.348
H30 2.135 3.857 -0.242  0.291
H31 -2.407 -0.749 -3.236  0.361
H32 -2.723 4.830 -0.655  0.329
H33 -4.931 0.208 -1.526  0.551
H34 0.110 4.903 -3.210  0.435
H35 -3.698 3.842 -2.240  0.353
H36 0.052 1.737 -4.117  0.228
C15 1.917 0.066 2.007  -0.829
H37 -3.122 3.378 -3.843  0.413
C16 -3.665 3.029 -2.962  -1.279
C17 -3.110 4.267 0.195  -1.113
C18 -1.401 -1.976 -0.841  -0.714
Cl1 3.133 -4.059 -4.214  -0.207

Calculated values
**Expectation value of S²**: 0.756
**Spin multiplicity**: 2
**Total charge**: +1
**Lowest unoccupied orbital energy (alpha / beta)**: -5.0 / -5.2 eV
**Frontier orbital gap (alpha / beta)**: 5.3 / 5.3 eV

# 2
C34H57N3O2SeSiTi | ωB97M-V/def2-TZVPD

Last column: Mulliken charge in e.
Cartesian coordinates (Å):
H1 -1.417 0.193 6.435  0.657
H2 2.184 2.801 -5.488  0.270
C1 4.428 2.175 -3.156  -0.988
C2 -2.358 0.739 3.965  -2.320
C3 -3.604 2.412 2.618  -1.558
C4 0.113 0.894 4.246  -0.543
C5 -3.382 -0.109 -0.281  -1.071
H3 -0.250 1.405 -4.668  0.288
O1 0.851 -1.215 0.542  -0.213
H4 -2.232 0.133 -5.479  0.423
N1 -0.875 -1.122 3.338  1.413
H5 3.265 4.203 -5.282  0.362
H6 -0.804 3.956 2.111  0.309
Se1 0.734 1.899 5.640  0.176
H7 2.683 -1.110 -0.416  0.325
H8 -3.837 -0.163 0.717  0.260
H9 0.436 -1.886 -1.980  0.321
H10 0.103 0.403 -6.107  0.441
H11 1.406 -3.263 -1.382  0.312
H12 3.171 4.581 -1.046  0.300
C6 2.402 3.670 -4.847  -1.019
H13 1.541 2.133 -1.141  0.070
C7 0.487 -2.974 4.209  1.543
H14 1.446 0.967 -2.467  -0.086
H15 0.412 4.272 0.857  0.435
C8 1.580 -2.074 4.688  -1.092
H16 -1.389 -1.399 -5.164  0.342
H17 2.335 -0.295 -5.786  0.322
H18 0.406 2.726 1.714  0.149
C9 0.682 -4.345 4.316  -0.840
H19 -1.813 -0.329 -3.810  0.083
C10 -0.157 0.372 -5.032  -0.285
H20 0.347 -3.233 0.829  0.391
H21 -3.084 0.915 4.748  0.397
C11 -1.477 -0.353 -4.853  -1.206
H22 3.917 -2.627 1.067  0.473
C12 -1.529 -4.752 3.451  -0.763
C13 -0.301 -5.236 3.903  -0.932
C14 -1.756 -3.388 3.325  1.171
C15 -1.462 3.681 -0.940  -0.849
N2 -1.727 1.083 1.697  1.498
C16 1.471 2.057 -2.234  0.445
C17 -0.246 3.499 1.278  -1.270
H23 4.246 1.174 -3.575  0.259
Si1 2.803 3.128 -3.068  0.322
C18 -1.139 -0.036 4.341  2.041
O2 0.900 -0.234 -4.266  -0.197
H24 -0.532 -1.289 6.048  0.272
H25 1.243 -1.095 5.035  0.051
C19 -1.859 1.758 0.443  -1.180
C20 0.101 -2.418 0.127  0.187
H26 -3.140 3.411 2.555  0.174
H27 2.356 -1.927 3.923  0.158
H28 4.075 5.199 -2.451  0.294
H29 1.614 -4.697 4.757  0.475
H30 2.081 -2.751 -6.211  0.402
H31 2.524 -3.512 0.456  0.257
H32 2.607 -1.309 -4.351  0.322
H33 0.644 -1.817 -6.657  0.332
C21 2.317 -1.325 0.591  -0.496
H34 -3.853 -3.068 3.676  0.385
C22 -1.181 2.974 0.231  1.585
H35 0.491 2.451 -2.540  -0.355
N3 0.727 0.946 3.076  -0.365
C23 -2.939 1.915 -1.702  -1.014
H36 -0.969 -2.180 0.246  0.033
C24 -3.102 -2.882 2.890  -1.370
Ti1 -0.147 -0.071 1.860  -0.081
H37 1.540 4.355 -4.882  0.315
C25 -2.711 1.205 -0.530  1.243
H38 2.632 -0.499 1.247  0.563
H39 -3.088 -1.803 2.696  -0.166
C26 1.258 -2.150 -5.814  -1.297
H40 -3.631 1.499 -2.442  0.453
H41 -4.175 -0.242 -1.025  0.518
H42 -4.232 2.374 3.518  0.518
H43 -2.520 3.703 -2.829  0.473
C27 -2.321 3.150 -1.909  -0.939
H44 -4.254 2.238 1.746  0.261
C28 3.119 4.750 -2.132  -1.079
H45 -0.991 4.657 -1.097  0.470
C29 1.845 -0.968 -5.060  -0.278
C30 0.436 -2.759 -1.316  -1.576
C31 -0.714 -2.488 3.649  -1.158
H46 4.856 2.065 -2.148  0.308
H47 2.065 -2.565 5.543  0.573
H48 -2.337 -5.438 3.202  0.513
C32 -2.543 1.359 2.763  0.764
H49 -2.694 -0.962 -0.386  0.094
H50 5.162 2.695 -3.794  0.300
C33 -1.361 -0.646 5.732  -1.894
H51 -2.321 -1.192 5.743  0.416
H52 -3.453 -3.395 1.982  0.424
C34 2.824 -2.665 1.085  -1.044
H53 0.643 -2.786 -5.171  0.260
H54 -0.124 -6.306 3.977  0.427
H55 2.507 -2.858 2.114  0.105
H56 -0.310 -3.459 -1.703  0.487
H57 2.326 5.489 -2.328  0.314

Calculated values
**Expectation value of S²**: 0.754
**Spin multiplicity**: 2
**Total charge**: +1
**Lowest unoccupied orbital energy (alpha / beta)**: -3.1 / -5.0 eV
**Frontier orbital gap (alpha / beta)**: 7.6 / 5.6 eV

One value per record, in order, for E_tot: -4454.36897 -5184.66826 hartree.
One value per record, in order, for ΔE to the lowest compared entry with this formula, charge and spin: 65.8 0.0 kJ/mol.